Entry from OMol25: a cluster of 15 separate species, C45H90O15 in total in a non-equilibrium geometry (ωB97M-V with the def2-TZVPD basis set).

Last column: Mulliken charge in e.
Geometry (Å):
C  -1.7286  -17.9995  -6.7823  0.208
C  -1.0715  -18.6937  -7.9845  0.686
O  -0.7230  -19.8649  -7.9346  -0.614
C  -0.7023  -17.8021  -9.1505  -0.839
H  -2.7972  -17.8327  -6.9183  0.848
H  -1.1616  -17.0829  -6.6197  -0.364
H  -1.6159  -18.6975  -5.9528  -0.478
H  -0.0929  -16.9395  -8.8811  -0.373
H  -1.5638  -17.4602  -9.7241  0.437
H  -0.0584  -18.4192  -9.7771  0.460
C  1.5258  -19.8939  -5.1559  1.826
C  2.8383  -20.6133  -5.3720  0.700
O  3.8431  -20.2835  -4.7103  -0.577
C  2.9799  -21.6136  -6.5013  -1.513
H  0.8034  -20.4172  -5.7824  0.248
H  1.6110  -18.8570  -5.4809  -0.457
H  1.1523  -19.9028  -4.1319  -1.377
H  2.6695  -21.1103  -7.4170  0.303
H  2.3758  -22.4892  -6.2637  0.382
H  3.9720  -22.0621  -6.5523  0.387
C  -2.6499  -18.8512  -2.7687  -0.951
C  -1.8365  -20.0790  -3.2025  1.096
O  -0.6887  -20.3172  -2.8204  -0.304
C  -2.5472  -21.0307  -4.1449  -1.537
H  -3.4052  -19.3297  -2.1453  0.528
H  -3.1492  -18.3570  -3.6022  0.285
H  -2.1726  -18.0170  -2.2545  -0.162
H  -2.2061  -20.9103  -5.1731  0.284
H  -3.6211  -20.8507  -4.0962  0.427
H  -2.3539  -22.0357  -3.7697  0.426
C  -1.7890  -18.1101  2.4794  -1.413
C  -1.6057  -17.7359  1.0211  0.569
O  -2.4224  -18.0891  0.1591  -0.504
C  -0.3376  -16.9582  0.7152  0.591
H  -0.9231  -18.6236  2.8972  0.270
H  -2.6570  -18.7633  2.5687  0.378
H  -1.9153  -17.2234  3.1007  0.449
H  0.5754  -17.4915  0.9799  -0.403
H  -0.4186  -15.9900  1.2093  0.600
H  -0.2996  -16.7306  -0.3501  -0.501
C  6.9201  -11.8511  -5.0889  -1.340
C  5.8886  -12.9449  -5.2653  0.666
O  5.7830  -13.4286  -6.3656  -0.513
C  4.9987  -13.1973  -4.0919  -0.459
H  7.1514  -11.7499  -4.0285  0.350
H  6.4394  -10.9088  -5.3522  0.320
H  7.7433  -12.0879  -5.7629  0.378
H  4.0493  -13.6925  -4.2957  -0.317
H  4.5690  -12.2476  -3.7733  0.655
H  5.5610  -13.7717  -3.3557  0.300
C  3.3084  -15.4369  -7.4286  -0.886
C  2.4805  -16.7137  -7.7124  0.927
O  1.5370  -16.9672  -6.9986  -0.161
C  2.8835  -17.6252  -8.7483  -1.108
H  3.3475  -14.8290  -8.3325  0.574
H  4.3208  -15.6052  -7.0615  0.268
H  2.7565  -14.8608  -6.6859  -0.221
H  2.0171  -17.7489  -9.3979  0.189
H  3.1179  -18.6292  -8.3946  0.117
H  3.6293  -17.1401  -9.3781  0.406
C  6.6208  -17.7041  -6.0382  -0.866
C  6.6729  -16.8706  -4.7929  0.536
O  7.7236  -16.3946  -4.3561  -0.637
C  5.4031  -16.7983  -3.9598  0.085
H  7.2493  -18.5913  -5.9610  0.401
H  6.9029  -17.0897  -6.8932  0.287
H  5.6143  -18.0970  -6.1821  0.007
H  4.6980  -16.4178  -4.6987  -0.146
H  5.4770  -16.0348  -3.1854  -0.022
H  5.0988  -17.7756  -3.5852  0.329
C  1.0556  -12.8334  -4.7117  0.286
C  -0.0982  -11.9159  -4.3537  0.631
O  -0.6070  -11.1378  -5.1658  -0.614
C  -0.5488  -12.0385  -2.8918  -0.734
H  1.1983  -12.8792  -5.7913  0.166
H  0.8499  -13.8625  -4.4170  -0.668
H  1.9861  -12.5315  -4.2311  0.413
H  -1.0362  -12.9926  -2.6910  -0.057
H  -1.2743  -11.2354  -2.7624  0.366
H  0.1660  -11.9205  -2.0774  0.279
C  4.5141  -17.8487  1.4998  -0.936
C  3.2582  -18.5184  2.1213  0.885
O  2.5582  -19.1326  1.3595  -0.263
C  3.1329  -18.3484  3.6385  -1.460
H  4.3215  -17.8487  0.4269  -0.151
H  5.4150  -18.4231  1.7155  0.475
H  4.5693  -16.8489  1.9304  0.410
H  4.1097  -18.3942  4.1199  0.383
H  2.5370  -19.1579  4.0601  0.346
H  2.5663  -17.4457  3.8671  0.305
C  -2.8709  -14.7529  -3.5497  -0.266
C  -4.0100  -15.6859  -3.8372  0.456
O  -4.6432  -16.2139  -2.9336  -0.583
C  -4.3454  -15.9622  -5.2966  -0.422
H  -2.2740  -15.2942  -2.8157  -0.031
H  -3.2181  -13.9305  -2.9243  0.530
H  -2.2948  -14.4198  -4.4130  0.052
H  -5.3052  -16.4223  -5.5314  0.374
H  -3.5789  -16.6478  -5.6581  -0.512
H  -4.2810  -15.0138  -5.8299  0.413
C  2.1748  -17.9502  -2.0647  1.458
C  1.8321  -16.7890  -2.9841  -0.045
O  2.5283  -15.8045  -3.0620  -0.372
C  0.4445  -16.8359  -3.6515  1.918
H  1.4349  -18.0030  -1.2661  -0.226
H  3.2266  -17.8469  -1.7979  -0.154
H  2.2401  -18.8446  -2.6843  -0.649
H  -0.2473  -16.5216  -2.8700  -0.330
H  0.1635  -17.8508  -3.9328  -0.709
H  0.3576  -16.1474  -4.4921  -0.943
C  1.8216  -22.9982  -2.5107  -0.438
C  2.9092  -22.5644  -1.4604  0.204
O  3.4667  -23.4440  -0.8123  -0.638
C  3.2391  -21.1044  -1.2921  0.180
H  0.8485  -23.1402  -2.0405  0.200
H  2.0728  -23.9118  -3.0496  0.428
H  1.7406  -22.1386  -3.1760  -0.175
H  3.8301  -20.7811  -2.1490  0.447
H  3.8517  -21.0208  -0.3944  0.280
H  2.3948  -20.4273  -1.1623  -0.477
C  1.6863  -13.8642  -0.3419  -0.842
C  2.6477  -14.6114  0.5627  0.715
O  2.2246  -15.2675  1.5437  -0.618
C  4.1179  -14.5279  0.0870  -0.798
H  0.7219  -13.7651  0.1561  0.447
H  1.4948  -14.4598  -1.2345  -0.056
H  2.0185  -12.8392  -0.5066  0.511
H  4.4284  -13.6074  0.5814  0.475
H  4.1357  -14.5443  -1.0027  0.002
H  4.6811  -15.3658  0.4977  0.146
C  1.2821  -22.1160  1.9612  -1.029
C  0.2255  -22.2066  0.8880  0.466
O  -0.1524  -23.2956  0.4794  -0.614
C  -0.2739  -20.9155  0.3016  0.323
H  2.1572  -21.5407  1.6591  0.039
H  1.6763  -23.0845  2.2689  0.386
H  0.9106  -21.6244  2.8604  0.394
H  -1.0897  -20.4603  0.8632  0.377
H  -0.7339  -21.0675  -0.6748  -0.203
H  0.5149  -20.1712  0.1922  -0.253
C  -0.8724  -14.3370  -7.4647  0.446
C  -0.0005  -13.7559  -8.5816  0.589
O  1.0731  -13.1888  -8.2286  -0.573
C  -0.4410  -13.6840  -10.0156  -1.316
H  -0.3413  -14.1916  -6.5240  -0.720
H  -1.1323  -15.3734  -7.6798  -0.157
H  -1.7651  -13.7146  -7.4041  0.675
H  -0.2157  -12.6674  -10.3380  0.411
H  -1.4602  -14.0606  -10.1014  0.308
H  0.1536  -14.4111  -10.5686  0.293

The total energy is -78834.931 eV. The calculation puts the HOMO energy at -0.330 Ha. Its spin multiplicity is 1. The HOMO-LUMO gap comes out at 9.3 eV. Its energy above the lowest of the compared OMol25 structures with the same formula, charge and spin is 22.9 kcal/mol.